Entry 1:
# C29H22ClIN6OYb

C29H22ClIN6OYb as an isolated structure in a non-equilibrium geometry (ωB97M-V/def2-TZVPD, the Open Molecules 2025 dataset).

Values from the calculation:
LUMO (spin up / spin down): -0.11641 / -0.11610 hartree
<S²>: 0.75
Energy relative to the best compared isomer or geometry (same formula, charge and spin): 31.1 kJ/mol

```
! wB97M-V def2-TZVPD RIJCOSX def2/J DEFGRID3
* xyz 1 2
Yb -0.48081 -0.04495 -0.93911
C 5.54280 -3.80238 -0.08005
C 4.29643 -3.00640 0.18994
C 4.32258 -1.86339 0.98871
C 3.19417 -1.09459 1.15509
C 1.95858 -1.42351 0.56992
N 0.85398 -0.57083 0.72519
C 0.68461 0.00663 1.99312
C 0.84647 -0.79087 3.14230
C 0.61930 -0.32111 4.41314
C 0.17353 0.98671 4.61718
C -0.14589 1.49126 5.99775
C 0.02045 1.78911 3.50646
C 0.30592 1.34607 2.21006
N 0.26477 2.32381 1.16529
C 0.30742 3.66311 1.31952
C 0.28668 4.24114 0.06849
C 0.23840 3.16966 -0.81376
N 0.23782 2.01201 -0.14706
C 1.92624 -2.60304 -0.19286
C 3.09253 -3.34641 -0.39386
N 0.73048 -3.11776 -0.78267
C 0.48839 -4.41136 -1.06649
C -0.70124 -4.48446 -1.75858
C -1.12372 -3.16593 -1.87057
N -0.26700 -2.34253 -1.25837
H 6.21333 -3.78767 0.77801
H 6.08459 -3.37615 -0.92728
H 5.30817 -4.83809 -0.32205
H 5.24741 -1.56175 1.46571
H 3.24708 -0.18986 1.74602
H 1.14125 -1.82117 2.99585
H 0.76242 -0.98072 5.26024
H 0.49712 1.01468 6.73595
H -1.17966 1.26218 6.26484
H -0.01289 2.57036 6.06363
H -0.33221 2.80068 3.66274
H 0.38039 4.13521 2.28162
H 0.31937 5.29101 -0.16346
H 0.21613 3.17470 -1.89244
H 3.06076 -4.21451 -1.04017
H 1.13911 -5.20240 -0.74000
H -1.18075 -5.36993 -2.13585
H -2.00721 -2.78032 -2.35439
Cl -5.46787 2.76986 -5.15376
C -4.13859 1.91560 -4.45319
C -3.41269 1.04654 -5.22175
C -2.30228 0.38506 -4.68556
I -1.19366 -0.97422 -5.82145
C -1.87509 0.59014 -3.38187
O -0.76265 0.06408 -2.90291
C -2.72193 1.39081 -2.54682
N -2.43759 1.41314 -1.20323
C -3.13151 2.22039 -0.42599
C -4.16706 3.03252 -0.89657
C -4.52827 2.95355 -2.21543
C -3.82141 2.10360 -3.08870
H -3.68948 0.88499 -6.25431
H -2.88265 2.21603 0.62981
H -4.68592 3.69161 -0.21593
H -5.35866 3.53002 -2.60010
*
```

---

Entry 2:
# C29H22IN3OPd

C29H22IN3OPd as an isolated structure in a non-equilibrium geometry (ωB97M-V/def2-TZVPD, the Open Molecules 2025 dataset).

Values from the calculation:
LUMO: 0.17238 hartree

```
! wB97M-V def2-TZVPD RIJCOSX def2/J DEFGRID3
* xyz -2 1
Pd 1.13448 -0.25613 -0.65538
I 2.76086 -0.46628 -2.82387
C 2.68078 -0.13774 0.74996
C 3.99577 -0.01424 1.14891
C 4.33354 0.01222 2.52770
C 3.39351 -0.08299 3.52810
C 2.02492 -0.21228 3.18333
C 0.91402 -0.32570 4.05638
C -0.35153 -0.44887 3.52953
C -0.60754 -0.46691 2.13469
C 0.44051 -0.35801 1.25118
C 1.73514 -0.23388 1.80626
H 4.80615 0.05918 0.42423
H 5.38271 0.10752 2.80070
H 3.68644 -0.05430 4.57534
H 1.06999 -0.31921 5.13285
H -1.19533 -0.53698 4.21077
H -1.63702 -0.57795 1.80045
N 4.36112 4.12556 -0.19467
C 3.27426 4.91432 -0.40877
O 3.34901 6.13154 -0.28219
C 2.02120 4.21583 -0.78680
C 0.82138 4.92501 -0.83765
C -0.33807 4.25436 -1.17774
C -0.27003 2.90153 -1.49291
N 0.87376 2.22833 -1.48321
C 1.97649 2.86395 -1.12929
H 5.20627 4.56499 0.11818
H 4.30244 3.12153 -0.17279
H 0.82232 5.98120 -0.59998
H -1.28991 4.77112 -1.21118
H -1.13815 2.31037 -1.76529
H 2.86578 2.24068 -1.14718
N -0.79339 -0.27179 -1.30738
C -1.60776 -1.23824 -1.24119
C -1.20303 -2.68337 -1.06526
C -0.12172 -3.17538 -1.79553
C 0.32363 -4.47456 -1.61868
C -0.29700 -5.30584 -0.69348
C -1.37537 -4.82854 0.03586
C -1.83121 -3.53051 -0.15382
C -3.08251 -0.98239 -1.30085
C -3.60053 0.20542 -0.78244
C -4.96220 0.45969 -0.80704
C -5.83853 -0.45896 -1.37400
C -5.33327 -1.62887 -1.92507
C -3.97175 -1.89164 -1.88160
H 0.34871 -2.52896 -2.52199
H 1.16771 -4.83091 -2.19748
H 0.06311 -6.31682 -0.53587
H -1.86601 -5.47007 0.76112
H -2.67560 -3.16512 0.42001
H -2.90078 0.91187 -0.35167
H -5.35325 1.37842 -0.38313
H -6.90560 -0.26584 -1.38682
H -6.00677 -2.33662 -2.39741
H -3.58212 -2.80877 -2.30598
*
```

---

Entry 3:
# C29H22IrN4O6S

C29H22IrN4O6S as an isolated structure in a non-equilibrium geometry (ωB97M-V/def2-TZVPD, the Open Molecules 2025 dataset).

Values from the calculation:
LUMO (spin up / spin down): -0.06701 / -0.11346 hartree
<S²>: 8.82
Energy relative to the best compared isomer or geometry (same formula, charge and spin): 28.9 kJ/mol

```
! wB97M-V def2-TZVPD RIJCOSX def2/J DEFGRID3
* xyz 0 6
Ir 0.62035 0.24766 0.34702
C -2.82978 0.26526 2.57548
O -2.54404 -0.69829 1.54611
C -1.88560 -1.82125 1.95078
C -2.33574 -2.53368 3.02414
C -1.70480 -3.71215 3.42322
C -0.64253 -4.23144 2.71547
C -0.15641 -3.52617 1.61962
C -0.81147 -2.34839 1.20919
N -0.17433 -1.59540 0.13354
N 0.09976 -2.52885 -0.90592
C 0.71466 -2.05150 -2.02486
C 0.91117 -0.70052 -2.37886
O 0.63296 0.30656 -1.62324
C 1.54701 -0.40267 -3.66847
C 1.96807 -1.36829 -4.47895
C 1.88007 -2.74792 -4.11911
C 2.47967 -3.74778 -4.84189
C 2.47335 -5.05588 -4.43345
C 1.76878 -5.41578 -3.30857
C 1.11498 -4.43374 -2.57015
C 1.24859 -3.09615 -2.92925
H -2.40413 -0.01916 3.55862
H -3.89127 0.41259 2.61529
H -1.22131 1.35273 1.60061
H -3.24437 -2.22137 3.54679
H -2.04320 -4.20828 4.32524
H -0.09675 -5.09319 3.07510
H 0.70032 -3.84342 1.02715
H 1.69319 0.62431 -4.05864
H 2.34628 -1.02032 -5.42662
H 2.97372 -3.45252 -5.75415
H 2.93852 -5.85029 -5.04732
H 1.72906 -6.46100 -3.02192
H 0.52544 -4.66007 -1.68974
O 3.27613 2.43747 -3.28690
C 2.78193 2.56791 -2.18916
O 3.13018 1.90157 -1.15277
C 1.63376 3.54848 -1.95703
C 1.25681 4.47257 -2.91591
C 0.13714 5.27712 -2.73296
C -0.61830 5.14766 -1.57785
C -0.18601 4.28435 -0.58514
C 0.89994 3.42332 -0.77848
S 1.46474 2.41474 0.57001
H 1.87832 4.54880 -3.81228
H -0.13956 6.04236 -3.45373
H -1.46953 5.77127 -1.36258
H -0.72151 4.26808 0.38322
C -2.59372 3.74011 3.32476
N -1.94225 2.46839 3.30875
C -0.98123 2.18994 4.24952
C 0.02777 1.28089 4.40308
C 0.45424 0.13142 3.51652
O 0.94712 -0.87073 3.99525
N 0.38606 0.26570 2.12871
C -2.27112 1.63048 2.14471
O -2.88797 2.20842 1.17831
H -2.68612 4.08280 4.36045
H -3.56313 3.69057 2.84557
H -2.02010 4.50681 2.83658
H -1.00336 2.85888 5.12531
H 0.42956 1.34699 5.42174
*
```

---

Entry 4:
# C29H23BBrF2N3O2Pd

C29H23BBrF2N3O2Pd as an isolated structure (ωB97M-V/def2-TZVPD, the Open Molecules 2025 dataset).

Values from the calculation:
LUMO: -0.27925 hartree
Energy relative to the best compared isomer or geometry (same formula, charge and spin): 0.0 kJ/mol

```
! wB97M-V def2-TZVPD RIJCOSX def2/J DEFGRID3
* xyz 2 1
Pd -0.28431 0.56526 0.89638
C -3.84420 -1.95599 1.67842
O -3.11395 -1.59856 2.89971
C -2.10606 -0.87107 2.52271
N -2.02310 -0.51506 1.27791
C -3.21545 -1.06417 0.58599
C -2.87348 -1.81262 -0.67454
C -1.61283 -2.36114 -0.87881
C -1.33473 -3.03286 -2.06086
C -2.32067 -3.18233 -3.02712
C -3.59042 -2.66433 -2.80886
C -3.86218 -1.96717 -1.64249
C -1.05274 -0.47467 3.46669
C -0.99678 -0.66783 4.83790
C 0.10980 -0.17857 5.51761
C 1.12552 0.48540 4.83824
C 0.99970 0.63621 3.47103
N -0.06017 0.14726 2.82419
C 1.92649 1.28921 2.52869
N 1.60657 1.39553 1.27853
C 2.76158 2.02630 0.58516
C 3.80249 2.15139 1.72436
O 3.08205 1.72610 2.92758
C 3.25353 1.21798 -0.58681
C 3.14974 -0.16843 -0.59993
C 3.65117 -0.89034 -1.67330
C 4.27545 -0.23263 -2.72576
C 4.39556 1.15077 -2.70557
C 3.87330 1.87660 -1.64529
H -4.89397 -1.75612 1.86883
H -3.66644 -3.01651 1.51199
H -3.88159 -0.22678 0.36641
H -0.83890 -2.26776 -0.12279
H -0.34910 -3.44751 -2.22455
H -2.10357 -3.71039 -3.94545
H -4.36584 -2.79450 -3.55183
H -4.84775 -1.54242 -1.48876
H -1.79957 -1.17592 5.35376
H 0.17986 -0.31235 6.58856
H 1.99121 0.87911 5.35242
H 2.45809 3.02436 0.26168
H 4.14624 3.16534 1.90293
H 4.64071 1.46812 1.60735
H 2.68675 -0.69595 0.22880
H 3.56724 -1.96860 -1.68191
H 4.67305 -0.79692 -3.55802
H 4.89328 1.66531 -3.51637
H 3.96083 2.95715 -1.63995
F -0.55079 3.56600 0.66767
B -1.39170 2.65067 0.20600
F -2.60591 2.58808 0.73082
Br -0.11427 -0.44762 -5.04390
C -0.47509 0.45416 -3.44423
C 0.53448 1.17163 -2.81851
C 0.25694 1.81363 -1.62943
C -1.00189 1.71425 -0.99162
C -2.01404 1.01374 -1.70228
C -1.76391 0.40728 -2.90767
H 1.51518 1.24035 -3.26604
H 1.00699 2.45755 -1.19781
H -3.02220 1.00528 -1.30846
H -2.54621 -0.11289 -3.43937
*
```